A.
DFT (the ωB97M-V functional and the def2-TZVPD basis) results for C9H12N2 as an isolated structure.

Each line ends with the natural charge from an NBO analysis.
Geometry (Å):
C  1.5500  -1.3320  -3.3251  -0.45
C  1.0556  0.7156  -1.8935  -0.44
C  0.8417  -1.4872  -1.0000  0.05
C  0.6243  -1.2224  0.2757  -0.32
C  -0.0792  -0.1036  0.8380  -0.02
C  -0.0051  -0.2040  2.1603  -0.27
C  -0.9109  0.6718  2.9282  0.02
C  -1.8773  1.5107  1.0688  0.04
C  -1.0006  0.8826  0.2600  -0.28
H  2.7035  -1.6839  -2.8921  0.20
H  1.7177  -0.6234  -4.2857  0.23
H  0.8671  -2.2432  -3.8429  0.23
H  1.6117  0.4873  -0.6126  0.22
H  0.2648  1.7069  -2.0762  0.22
H  2.0266  1.2711  -2.5874  0.20
H  1.4234  -2.4033  -1.0666  0.20
H  0.6636  -2.0870  0.9057  0.23
H  0.5605  -1.0088  2.6529  0.23
H  -1.3283  0.7436  3.9720  0.23
H  -2.9465  1.9010  0.4711  0.19
H  -1.0561  1.0118  -0.7687  0.22
N  0.8242  -0.6200  -2.1557  -0.51
N  -1.9241  1.5255  2.4780  -0.43

Properties
Charge = 0
Orbital gap = 0.3250 Eh
HOMO = -0.310 Eh

B.
DFT (the ωB97M-V functional and the def2-TZVPD basis) results for one molecule with the formula C9H12N2.

Each line ends with the natural charge from an NBO analysis.
Geometry (Å):
C  1.1996  1.2815  -1.2178  -0.64
C  0.4036  1.1778  0.0731  -0.05
C  1.2048  0.7497  1.4044  -0.63
N  -0.6210  0.1395  -0.1430  -0.42
C  -0.1954  -1.2840  -0.2762  -0.26
C  -1.2652  -2.1746  0.2550  -0.18
C  -2.5186  -1.8009  0.2719  -0.23
C  -2.9477  -0.4703  -0.0414  -0.27
C  -2.0010  0.4454  -0.2707  0.08
C  -2.3018  1.8423  -0.4880  0.26
N  -2.6368  2.9440  -0.5267  -0.30
H  1.7595  0.3119  -1.4037  0.21
H  0.5652  1.6578  -2.0659  0.23
H  2.1074  1.9910  -1.2108  0.22
H  -0.0922  2.1803  0.3956  0.23
H  2.2816  0.3064  1.2443  0.21
H  0.5918  -0.0807  1.8967  0.22
H  1.2849  1.5613  2.1411  0.22
H  0.8148  -1.4987  0.1925  0.23
H  -0.2147  -1.4814  -1.3695  0.19
H  -0.9901  -3.2331  0.6200  0.22
H  -3.3191  -2.4112  0.6447  0.22
H  -4.0047  -0.3524  -0.1823  0.23

Properties
SMILES = CC(C)N1CC=CC=C1C#N
Charge = 0
Orbital gap = 0.3023 Eh
HOMO = -0.286 Eh

Of them, the most stable is B and the least stable is A.

A.
DFT (the ωB97M-V functional and the def2-TZVPD basis) results for a 5-piece molecular cluster, C26H25N5O2 overall.

Each line ends with the natural charge from an NBO analysis.
Geometry (Å):
O  -1.0718  0.4940  1.0342  -0.39
N  -1.7974  -0.0703  0.2445  0.53
O  -2.3207  -1.1367  0.4583  -0.37
C  -2.1256  0.6408  -0.9980  0.02
C  -1.5563  1.8870  -1.1999  -0.19
C  -1.9161  2.5780  -2.3583  -0.20
C  -2.8199  2.0112  -3.2426  -0.18
C  -3.3651  0.7535  -2.9937  -0.19
C  -3.1102  0.0803  -1.8222  -0.20
H  -0.9162  2.3599  -0.4727  0.25
H  -1.5837  3.6053  -2.4215  0.23
H  -3.0343  2.5719  -4.1434  0.23
H  -4.0387  0.3035  -3.7120  0.22
H  -3.4818  -0.9278  -1.7301  0.25
C  -3.2386  -5.4446  -2.4897  -0.17
C  -2.4405  -6.5589  -2.7706  -0.26
C  -1.0789  -6.3339  -2.7586  0.03
N  -0.4824  -5.1785  -2.4397  -0.40
C  -1.2722  -4.1130  -2.3807  0.03
C  -2.6609  -4.2063  -2.2872  -0.26
H  -4.3110  -5.5014  -2.6486  0.21
H  -2.7721  -7.5747  -2.9238  0.22
H  -0.3829  -7.1681  -2.8110  0.19
H  -0.8766  -3.1641  -2.0188  0.19
H  -3.3393  -3.3699  -2.1944  0.21
C  -1.3551  1.9089  3.8354  -0.17
C  -1.6434  0.8646  4.7119  -0.25
C  -0.9251  0.6675  5.8666  0.02
N  0.0689  1.5035  6.1863  -0.42
C  0.4068  2.4782  5.3724  0.03
C  -0.2599  2.6944  4.1530  -0.26
H  -1.9675  1.9276  2.9473  0.23
H  -2.3724  0.1351  4.3732  0.22
H  -1.0578  -0.1562  6.5547  0.20
H  1.2347  3.0975  5.6992  0.19
H  0.1129  3.5258  3.5659  0.21
C  3.0187  3.5406  -1.2350  -0.17
C  3.5203  4.6570  -1.8711  -0.26
C  3.2166  4.8991  -3.2218  0.04
N  2.4181  4.1186  -3.9471  -0.41
C  1.8676  3.0913  -3.2928  0.02
C  2.1681  2.7305  -1.9841  -0.26
H  3.1735  3.2766  -0.1978  0.22
H  4.2023  5.3600  -1.4105  0.22
H  3.6289  5.8081  -3.6385  0.19
H  1.3208  2.3855  -3.9082  0.19
H  1.7090  1.8543  -1.5465  0.22
C  2.4868  -0.9794  3.0563  -0.16
C  3.8455  -1.2639  3.1414  -0.27
C  4.4762  -1.8735  2.0786  0.03
N  3.8158  -2.1890  0.9436  -0.42
C  2.4959  -2.0532  0.9670  0.03
C  1.7497  -1.4718  1.9933  -0.27
H  1.9888  -0.3898  3.8173  0.22
H  4.3411  -0.9399  4.0480  0.22
H  5.5403  -2.0665  2.1057  0.19
H  2.0653  -2.4406  0.0457  0.19
H  0.7018  -1.2381  1.8713  0.23

Properties
SMILES = O=[N+]([O-])c1ccccc1.c1ccncc1.c1ccncc1.c1ccncc1.c1ccncc1
Charge = 0
Orbital gap = 0.3174 Eh
HOMO = -0.348 Eh

B.
DFT (the ωB97M-V functional and the def2-TZVPD basis) results for C26H25N5O2 as an isolated structure.

Each line ends with the natural charge from an NBO analysis.
Geometry (Å):
C  9.7893  11.5232  -3.1803  -0.19
C  10.1223  10.3226  -3.7856  -0.26
C  9.4323  9.1161  -3.4602  -0.17
C  8.4394  9.1800  -2.4550  0.00
C  8.1800  10.3943  -1.8004  -0.12
C  8.7883  11.5637  -2.2300  -0.28
N  7.6533  7.9567  -2.1052  0.48
O  6.7099  8.0897  -1.3130  -0.37
O  8.0204  6.8741  -2.6092  -0.34
H  10.3237  12.4124  -3.4807  0.28
H  10.8937  10.2511  -4.5380  0.21
H  9.7617  8.1486  -3.8095  0.24
H  7.4818  10.4489  -0.9783  0.23
H  8.6461  12.5317  -1.7727  0.22
N  5.0455  4.2767  -1.4281  -0.45
C  5.1118  4.5469  -2.7631  0.03
C  5.5156  5.7671  -3.3015  -0.28
C  5.8938  6.7533  -2.4002  -0.15
C  5.7986  6.4625  -1.0639  -0.27
C  5.3183  5.2724  -0.5716  0.04
H  4.7109  3.7610  -3.3860  0.19
H  5.5875  6.0257  -4.3476  0.21
H  6.1871  7.7613  -2.6538  0.21
H  6.0322  7.1923  -0.3028  0.22
H  5.1849  5.0493  0.4767  0.19
N  9.6033  15.2186  -0.5672  -0.40
C  10.6764  15.3768  -1.4079  0.01
C  10.7180  14.8294  -2.6983  -0.25
C  9.6122  14.1981  -3.2031  -0.18
C  8.4619  14.2081  -2.4267  -0.27
C  8.4832  14.7401  -1.1618  0.00
H  11.5716  15.8695  -1.0582  0.20
H  11.6127  14.7765  -3.3010  0.23
H  9.6845  13.7513  -4.1836  0.23
H  7.5076  13.8432  -2.7769  0.24
H  7.6120  14.7899  -0.5255  0.21
N  11.6315  12.5121  -8.1840  -0.42
C  10.9333  13.4905  -7.5039  0.04
C  10.3679  13.3959  -6.2739  -0.29
C  10.5262  12.1461  -5.6292  -0.21
C  11.1004  11.0481  -6.3148  -0.30
C  11.7032  11.2951  -7.5978  0.06
H  10.9779  14.5305  -7.7913  0.19
H  9.8068  14.2037  -5.8279  0.22
H  10.0713  11.9198  -4.6762  0.26
H  11.0363  10.0074  -6.0330  0.22
H  12.2009  10.5136  -8.1527  0.20
N  11.4599  12.6665  -3.2478  -0.54
C  12.4255  12.6571  -4.1646  0.11
C  13.7439  13.0090  -3.8548  -0.25
C  14.0561  13.2716  -2.4925  -0.16
C  13.0344  13.1463  -1.5612  -0.24
C  11.7381  12.7721  -1.9407  0.08
H  12.1654  12.4350  -5.1891  0.23
H  14.5301  13.0848  -4.5913  0.23
H  15.0065  13.7172  -2.2387  0.23
H  13.2936  13.4704  -0.5641  0.23
H  10.9217  12.8546  -1.2385  0.23

Properties
Charge = 0
Orbital gap = 0.2646 Eh
HOMO = -0.304 Eh

Of them, the most stable is A and the least stable is B.